No. 1
Here is C5H9NO in the gas phase from the Open Molecules 2025 dataset. Energies are from ωB97M-V/def2-TZVPD.

Last column: Mulliken charge in e.
Geometry (Å):
C1 1.154 1.689 0.371  -1.34
C2 1.425 0.274 -0.053  0.12
N1 0.928 -0.740 0.887  -0.72
C3 0.442 -0.746 -0.483  -0.17
C4 -0.994 -0.449 -0.753  -0.01
C5 -2.040 -1.211 -0.073  -0.40
O1 -1.737 0.127 0.314  -0.46
H1 1.555 2.320 -0.410  0.34
H2 1.671 1.934 1.314  0.30
H3 0.100 1.920 0.541  0.35
H4 2.448 0.108 -0.410  0.36
H5 0.178 -0.293 1.431  0.33
H6 0.842 -1.587 -1.047  0.38
H7 -1.208 -0.025 -1.733  0.38
H8 -3.010 -1.347 -0.546  0.29
H9 -1.753 -1.974 0.649  0.24

Forces on the atoms, in the same order (eV/Å):
-0.052 0.246 -0.211
0.269 -0.103 0.741
-0.136 -0.473 0.331
-0.026 0.000 -0.197
0.100 -0.014 -0.171
-0.183 -0.220 -0.003
-0.045 0.175 0.090
-0.060 0.637 -0.096
0.027 -0.269 -0.394
0.039 -0.162 -0.245
-0.274 -0.020 0.332
0.424 -0.094 -0.013
-0.138 0.176 -0.196
-0.063 -0.035 0.070
0.116 0.047 0.058
0.001 0.109 -0.097

HOMO in hartree: -0.3368
Orbital gap in eV: 10.31

No. 2
Here is a molecular structure, C21H31F5P2ReS from the Open Molecules 2025 dataset. Energies are from ωB97M-V/def2-TZVPD.

Last column: Mulliken charge in e.
Geometry (Å):
P1 -0.669 -1.934 -1.134  1.15
P2 -0.077 1.987 -2.179  0.64
C1 -1.187 -0.495 -2.266  -1.71
C2 -0.024 0.307 -2.914  0.19
H1 -1.859 0.180 -1.692  0.74
H2 -1.783 -0.986 -3.053  0.68
H3 0.994 -0.139 -2.881  -0.39
H4 -0.301 0.452 -3.979  0.58
C3 -1.692 2.601 -2.721  -1.20
H5 -2.027 3.442 -2.096  0.39
H6 -2.410 1.773 -2.731  0.44
H7 -1.522 2.949 -3.754  0.43
C4 0.950 3.061 -3.265  -1.49
H8 0.411 3.166 -4.208  0.55
H9 1.954 2.660 -3.441  0.35
H10 1.042 4.057 -2.805  0.44
C5 -2.157 -3.067 -0.901  -1.47
H11 -2.353 -3.360 0.138  0.57
H12 -1.744 -3.960 -1.387  0.46
H13 -3.082 -2.683 -1.337  0.38
C6 -0.025 -2.859 -2.673  -1.74
H14 0.766 -2.366 -3.289  0.53
H15 -0.881 -2.930 -3.359  0.49
H16 0.358 -3.877 -2.531  0.50
Re1 -1.614 -1.101 0.693  0.31
C7 2.130 2.063 -0.704  -1.52
C8 0.822 2.652 -0.641  0.10
C9 -0.191 1.941 0.477  -1.23
C10 -0.424 0.461 0.469  -0.20
C11 2.384 -2.353 -2.220  -0.60
C12 3.035 -1.229 -2.390  -0.17
C13 3.396 -0.205 -1.282  -0.95
C14 2.262 0.600 -0.610  2.28
C15 -0.504 -2.304 1.969  -1.53
H17 2.991 2.713 -0.509  0.43
H18 0.768 3.734 -0.527  0.90
H19 -1.159 2.480 0.609  0.47
H20 0.380 2.088 1.405  0.68
H21 -3.229 -1.736 0.786  0.19
H22 0.543 -0.026 0.802  0.12
H23 2.519 -3.446 -2.215  0.35
H24 3.422 -0.971 -3.408  0.33
H25 4.079 0.511 -1.724  0.37
H26 3.914 -0.808 -0.517  0.32
H27 1.330 0.053 -0.860  -1.92
H28 2.409 0.409 0.466  0.51
H29 0.345 -1.721 2.378  0.39
H30 -0.154 -3.205 1.431  0.50
H31 -1.145 -2.635 2.813  0.44
F1 0.545 0.818 7.652  -0.23
C16 -0.161 0.582 6.523  0.63
C17 0.208 1.191 5.326  -0.08
F2 1.204 2.106 5.260  -0.27
C18 -0.501 0.888 4.175  0.09
F3 -0.219 1.705 3.139  -0.23
C19 -1.567 -0.020 4.092  0.20
S1 -2.555 -0.184 2.692  -0.19
C20 -1.941 -0.583 5.333  0.39
F4 -3.084 -1.299 5.395  -0.29
C21 -1.245 -0.307 6.509  0.14
F5 -1.677 -0.844 7.672  -0.24

Forces on the atoms, in the same order (eV/Å):
1.182 -1.500 -6.053
1.930 2.950 -2.958
-0.667 -0.900 0.186
-0.171 -0.112 0.542
0.215 -0.485 -0.491
0.063 0.397 0.250
-0.817 0.171 0.051
0.325 0.293 0.522
-0.425 -0.021 0.496
-0.099 -0.331 -0.265
-0.102 0.557 0.095
-0.247 -0.137 0.506
-0.177 -0.302 -0.526
0.436 0.062 -0.158
-0.204 0.060 0.061
-0.079 -0.378 -0.159
0.318 -0.183 -0.510
-0.025 -0.056 0.025
-0.600 -0.042 0.084
0.193 -0.396 -0.158
-0.001 -0.477 -0.816
-0.973 0.015 0.879
-0.205 -0.084 0.501
-0.322 0.283 0.461
1.013 3.013 4.815
1.106 0.333 0.110
-3.396 -3.014 1.285
0.423 1.023 0.839
-0.110 -0.776 1.771
2.775 -0.362 1.258
-0.048 0.528 -0.473
0.232 -0.166 -0.424
0.009 -1.606 0.387
0.117 -0.712 0.575
-0.245 -0.356 -0.295
-0.240 -0.150 -0.403
0.762 -0.037 -0.512
-0.347 0.111 -0.331
0.378 1.690 -0.234
-1.185 -0.074 -0.656
-0.665 0.921 -0.399
-0.185 -0.191 0.611
0.456 -0.093 0.025
-0.075 0.522 -0.304
0.446 0.546 0.112
-0.139 -0.041 0.076
-0.376 -0.516 -0.172
0.140 0.442 0.385
0.430 0.201 -0.415
-1.142 -0.283 -1.433
0.824 -0.166 0.700
0.428 0.318 0.078
-0.952 -0.916 0.210
0.212 0.708 0.145
-0.175 -0.704 0.263
1.136 0.760 0.709
-1.442 -0.737 -0.661
-0.940 -0.066 -0.084
1.234 0.332 0.048
-0.532 -0.324 1.012
0.523 0.461 -1.185

HOMO (alpha / beta) in hartree: -0.5013 / -0.5167
Spin multiplicity: 4
Charge: +2
Orbital gap (alpha / beta) in eV: 6.42 / 5.57

No. 3
Here is 9 unconnected molecules or ions with the total composition C33H50O29S from the Open Molecules 2025 dataset. Energies are from ωB97M-V/def2-TZVPD.

Last column: Mulliken charge in e.
Geometry (Å):
C1 4.454 0.376 1.596  -1.45
C2 3.732 1.127 0.467  -0.03
C3 2.257 0.727 0.253  2.04
C4 2.185 -0.590 -0.507  -2.04
O1 1.579 0.628 1.561  -0.50
S1 1.367 2.084 2.149  1.07
O2 2.435 2.438 3.041  -0.61
O3 0.005 2.157 2.583  -0.50
O4 1.579 2.866 0.798  -0.41
C5 1.484 1.928 -0.339  -0.15
C6 -0.022 1.901 -0.722  -1.13
C7 -0.844 0.630 -1.008  -0.42
C8 -1.632 0.186 0.240  -0.73
O5 -2.210 -1.094 0.145  -0.48
C9 -1.289 -2.150 0.336  -0.12
H1 4.935 -0.539 1.230  0.39
H2 5.246 1.013 2.005  0.37
H3 3.793 0.116 2.425  0.32
H4 3.799 2.201 0.624  -0.54
H5 4.257 0.900 -0.471  0.73
H6 1.484 -1.278 -0.030  0.15
H7 1.839 -0.447 -1.532  0.35
H8 3.164 -1.072 -0.522  0.53
H9 2.068 2.364 -1.155  0.71
H10 -0.093 2.554 -1.600  0.34
H11 -0.548 2.442 0.074  0.42
H12 -0.289 -0.195 -1.448  0.11
H13 -1.590 0.911 -1.762  0.45
H14 -1.035 0.291 1.159  0.63
H15 -2.486 0.869 0.331  0.27
H16 -0.626 -2.268 -0.529  -0.25
H17 -1.874 -3.059 0.481  0.29
H18 -0.672 -1.963 1.231  0.30
C10 -2.478 -4.766 -3.592  -0.15
C11 -1.362 -5.713 -3.983  -0.26
O6 -0.199 -4.885 -3.834  -0.38
C12 -0.490 -3.893 -2.968  0.53
O7 0.313 -3.141 -2.510  -0.50
O8 -1.805 -3.870 -2.689  -0.27
H19 -3.309 -5.246 -3.087  0.25
H20 -2.853 -4.198 -4.442  0.24
H21 -1.272 -6.561 -3.301  0.25
H22 -1.433 -6.072 -5.006  0.26
C13 4.849 4.981 2.189  -0.38
C14 4.399 6.382 1.823  -0.23
O9 4.631 6.408 0.403  -0.37
C15 4.622 5.142 -0.059  0.70
O10 4.620 4.834 -1.208  -0.59
O11 4.617 4.265 0.967  -0.34
H23 4.279 4.524 2.994  0.33
H24 5.915 4.933 2.415  0.24
H25 3.335 6.539 2.003  0.24
H26 4.979 7.167 2.296  0.32
C16 -5.752 -8.446 -6.097  -0.28
C17 -5.253 -8.280 -4.676  -0.15
O12 -4.414 -7.115 -4.786  -0.28
C18 -4.814 -6.399 -5.863  0.58
O13 -4.423 -5.304 -6.118  -0.50
O14 -5.701 -7.097 -6.592  -0.36
H27 -6.766 -8.824 -6.164  0.28
H28 -5.089 -9.065 -6.701  0.26
H29 -6.058 -8.059 -3.976  0.22
H30 -4.670 -9.121 -4.319  0.22
C19 -3.525 0.717 4.174  -0.32
C20 -4.090 0.689 2.766  0.32
O15 -5.393 0.126 2.977  -0.37
C21 -5.754 0.339 4.254  0.65
O16 -6.838 0.137 4.702  -0.54
O17 -4.714 0.821 4.972  -0.34
H31 -2.871 1.561 4.373  0.27
H32 -3.014 -0.211 4.434  0.31
H33 -4.207 1.690 2.347  0.21
H34 -3.522 0.062 2.086  -0.14
C22 6.045 9.617 -1.231  -0.42
C23 6.859 8.338 -1.288  0.04
O18 7.300 8.210 0.075  -0.32
C24 6.444 8.882 0.866  0.71
O19 6.414 8.805 2.056  -0.61
O20 5.599 9.631 0.132  -0.34
H35 5.186 9.624 -1.895  0.30
H36 6.652 10.507 -1.405  0.30
H37 6.249 7.470 -1.540  0.07
H38 7.716 8.385 -1.949  0.28
C25 10.578 4.804 -3.151  -0.32
C26 9.905 5.406 -1.929  -0.31
O21 9.055 6.395 -2.519  -0.23
C27 8.806 6.048 -3.804  0.63
O22 8.007 6.586 -4.497  -0.52
O23 9.597 5.018 -4.172  -0.35
H39 10.784 3.742 -3.065  0.30
H40 11.489 5.336 -3.428  0.25
H41 9.282 4.685 -1.398  0.23
H42 10.589 5.883 -1.232  0.31
C28 -6.420 2.888 7.867  -0.27
C29 -7.553 2.077 7.265  -0.08
O24 -8.266 1.656 8.436  -0.33
C30 -7.999 2.515 9.443  0.64
O25 -8.559 2.535 10.489  -0.53
O26 -6.994 3.354 9.093  -0.35
H43 -6.113 3.738 7.263  0.30
H44 -5.550 2.272 8.099  0.27
H45 -8.218 2.689 6.653  0.21
H46 -7.217 1.221 6.691  0.15
C31 -6.683 -11.816 -0.957  -0.29
C32 -5.355 -12.482 -1.276  -0.31
O27 -5.341 -12.451 -2.710  -0.31
C33 -6.158 -11.464 -3.126  0.69
O28 -6.239 -11.079 -4.250  -0.54
O29 -6.869 -10.965 -2.096  -0.32
H47 -6.673 -11.216 -0.052  0.28
H48 -7.508 -12.528 -0.919  0.27
H49 -4.503 -11.908 -0.910  0.25
H50 -5.278 -13.510 -0.935  0.28

Forces on the atoms, in the same order (eV/Å):
0.138 -0.054 -0.022
0.140 -0.076 -0.166
0.202 0.219 -0.242
-0.466 -0.254 0.371
0.111 -0.189 0.003
0.294 -0.167 0.522
-0.839 -0.064 -0.474
0.458 0.141 0.086
0.056 0.228 -0.256
-0.133 -0.130 0.181
-0.042 0.126 -0.383
-0.242 0.049 0.099
-0.085 0.309 -0.217
-0.090 0.021 0.109
0.250 0.096 0.068
-0.169 0.091 0.101
-0.130 -0.125 -0.098
0.054 0.059 -0.123
0.053 -0.133 0.046
-0.188 0.254 0.065
0.003 0.091 -0.081
0.177 0.036 0.043
-0.137 0.042 -0.025
0.015 0.082 0.303
-0.005 -0.110 0.151
0.116 -0.075 -0.144
0.176 -0.016 0.122
0.159 -0.162 0.068
0.056 -0.171 -0.166
0.201 0.010 0.076
-0.130 -0.080 0.128
0.102 0.045 -0.063
-0.145 -0.084 -0.101
-0.087 0.018 -0.101
-0.096 -0.057 0.007
0.034 -0.047 -0.007
-0.034 -0.014 -0.030
0.123 0.083 0.007
-0.020 -0.012 0.022
0.042 0.029 0.091
-0.004 -0.005 0.001
-0.008 0.002 0.003
0.057 0.082 -0.031
0.006 0.061 0.064
-0.037 -0.030 0.208
-0.016 0.106 -0.030
-0.030 -0.043 0.149
0.018 0.003 -0.119
0.075 -0.033 -0.002
-0.078 -0.065 -0.100
0.003 0.040 0.009
-0.013 -0.042 -0.038
0.001 -0.006 -0.047
0.010 -0.088 0.041
-0.022 0.012 0.040
0.011 -0.051 0.058
-0.006 0.005 -0.030
0.043 0.004 -0.001
-0.020 -0.013 -0.054
-0.026 0.073 0.002
0.003 0.004 0.001
-0.011 -0.037 0.003
0.083 0.047 -0.026
0.063 0.006 -0.058
0.164 -0.004 0.068
-0.020 -0.007 -0.049
0.040 0.007 0.023
-0.049 -0.011 -0.024
0.028 0.027 0.043
-0.059 0.038 0.021
0.000 -0.006 -0.011
0.002 -0.003 -0.009
-0.128 -0.094 -0.024
0.052 -0.024 -0.061
-0.136 0.042 -0.123
0.082 -0.017 -0.012
-0.117 -0.136 -0.088
0.105 0.062 0.054
0.011 0.117 0.007
-0.053 -0.041 0.068
0.002 -0.001 -0.006
0.011 -0.002 0.015
0.059 0.014 0.061
0.034 0.012 0.054
-0.007 -0.080 -0.020
0.046 0.007 0.111
-0.002 0.047 0.054
-0.042 0.028 -0.063
0.042 -0.060 -0.049
-0.064 -0.015 -0.034
0.006 0.002 0.013
0.010 -0.014 0.000
-0.007 0.065 -0.039
0.025 -0.041 -0.056
0.118 0.103 -0.038
-0.033 -0.051 -0.039
0.025 0.002 -0.040
-0.039 0.000 0.064
0.044 0.037 0.013
-0.046 0.043 0.039
-0.002 -0.010 -0.011
-0.012 0.002 0.010
-0.103 -0.095 0.083
0.018 -0.066 0.025
-0.016 0.031 0.067
0.055 -0.042 0.008
-0.050 -0.018 -0.006
0.033 0.055 -0.065
-0.048 0.031 0.046
0.019 0.062 -0.042
0.008 -0.012 0.008
-0.004 0.001 0.013
-0.028 -0.024 -0.068

HOMO in hartree: -0.3583
Orbital gap in eV: 9.80

No. 4
Here is C20H26F3N3O3 in the gas phase from the Open Molecules 2025 dataset. Energies are from ωB97M-V/def2-TZVPD.

Last column: Mulliken charge in e.
Geometry (Å):
C1 2.740 -3.785 5.474  -1.11
C2 3.296 -2.387 5.704  -0.28
H1 2.942 -1.972 6.650  0.31
H2 4.391 -2.412 5.694  0.33
O1 2.845 -1.469 4.710  -0.39
C3 3.531 -1.488 3.541  0.59
O2 4.481 -2.202 3.319  -0.67
N1 3.036 -0.589 2.665  0.27
C4 1.851 0.201 2.921  -0.65
H3 0.948 -0.416 2.816  0.22
C5 1.813 1.365 1.930  -0.89
N2 1.764 0.944 0.532  0.22
C6 0.446 1.097 -0.076  0.47
C7 0.175 2.590 -0.321  -0.89
C8 -1.180 2.796 -0.994  -0.78
H4 -1.341 3.855 -1.199  0.41
C9 -1.246 2.005 -2.300  -0.76
N3 -0.951 0.619 -2.027  0.38
C10 -1.849 -0.386 -2.048  0.56
O3 -1.633 -1.493 -1.596  -0.65
C11 -3.180 -0.083 -2.687  -0.05
C12 -4.294 0.069 -1.871  -0.50
C13 -5.551 0.249 -2.420  -0.67
C14 -5.713 0.265 -3.795  -0.51
C15 -4.617 0.098 -4.622  -0.76
C16 -3.354 -0.081 -4.071  0.52
C17 -2.171 -0.227 -4.989  1.02
F1 -1.498 0.941 -5.123  -0.27
F2 -1.267 -1.124 -4.582  -0.24
F3 -2.524 -0.583 -6.233  -0.30
H5 -4.737 0.098 -5.695  0.49
H6 -6.692 0.400 -4.227  0.40
H7 -6.407 0.371 -1.773  0.41
H8 -4.165 0.040 -0.800  0.51
C18 0.348 0.388 -1.435  -1.55
H9 0.455 -0.692 -1.336  0.70
H10 1.117 0.776 -2.109  0.16
H11 -2.233 2.096 -2.754  0.52
H12 -0.502 2.388 -3.007  0.32
H13 -1.976 2.453 -0.328  0.31
H14 0.202 3.148 0.614  0.46
H15 0.971 2.977 -0.959  0.26
H16 -0.349 0.681 0.573  -0.01
C19 2.386 -0.363 0.344  -0.52
H17 2.763 -0.423 -0.679  0.51
C20 3.549 -0.536 1.312  -1.24
H18 4.082 -1.469 1.118  0.50
H19 4.254 0.295 1.202  0.25
H20 1.677 -1.190 0.504  0.37
H21 2.710 1.977 2.072  0.21
H22 0.947 1.985 2.162  0.49
H23 1.885 0.578 3.945  0.54
H24 3.051 -4.439 6.284  0.38
H25 3.120 -4.180 4.535  0.31
H26 1.654 -3.757 5.434  0.29

Forces on the atoms, in the same order (eV/Å):
0.081 0.408 -0.097
0.238 -0.427 0.232
0.075 -0.025 -0.114
-0.181 0.058 0.076
-0.125 0.165 -0.291
-0.043 0.157 0.115
0.283 -0.331 0.066
-0.119 0.113 0.007
-0.322 0.222 0.123
0.002 0.089 0.058
0.161 0.028 0.241
-0.075 -0.114 -0.175
0.112 0.333 -0.182
-0.351 -0.204 0.164
0.177 0.015 -0.182
-0.058 0.040 0.016
-0.302 0.429 0.145
0.264 0.095 -0.018
-0.184 -0.025 -0.019
-0.054 -0.206 0.141
-0.219 -0.240 -0.184
0.184 0.021 -0.038
-0.008 0.022 -0.026
-0.018 0.021 -0.006
0.138 -0.029 0.045
0.038 -0.012 0.072
0.363 0.161 -0.392
-0.069 0.161 0.109
-0.077 -0.172 0.243
-0.276 -0.066 -0.089
-0.001 -0.014 -0.062
-0.097 0.011 -0.034
-0.075 0.006 0.060
0.004 -0.027 0.121
0.141 -0.381 0.323
0.093 0.146 -0.041
0.052 0.008 -0.005
0.169 -0.003 -0.028
-0.073 0.002 -0.027
-0.091 0.028 -0.006
0.072 0.034 0.020
0.100 0.010 -0.014
0.022 -0.020 -0.062
0.167 -0.049 -0.043
-0.026 -0.153 0.051
0.126 -0.182 -0.269
-0.054 0.161 -0.039
0.015 -0.077 -0.065
0.040 -0.026 -0.033
-0.118 0.044 0.167
0.054 0.005 -0.007
-0.093 0.005 -0.137
0.015 -0.105 0.093
0.020 -0.071 -0.035
-0.098 -0.039 0.033

HOMO in hartree: -0.3168
Orbital gap in eV: 9.26

Asked for relative energy (zero: lowest compared OMol25 entry of this formula, charge and spin) across the records above, the calculation gives 3.038, 1.533, 0.212, 0.000 eV in order.